Arrangement A

Below is a 2-piece molecular cluster, C6H14NO2 overall, with properties calculated with ωB97M-V/def2-TZVPD.

Values from the calculation:
Gap between HOMO and LUMO: 10.10 eV
LUMO: -0.1055 Ha

Structure (ORCA input):
```
! RIJCOSX wB97M-V def2-TZVPD def2/J DEFGRID3
* xyz 1 1
C -0.2722 -1.5016 0.8315
C -0.2746 -0.2491 0.4267
C 0.4900 -2.5290 0.0633
C -0.4668 0.9581 -1.8301
C 1.4792 1.2302 -0.3417
C -1.0462 1.2737 1.6966
N 0.3809 0.2991 -0.7268
O -2.3391 0.8798 1.8492
O -0.2164 1.1843 2.7847
H -0.8802 -1.7151 1.6779
H 0.1780 -3.5761 0.3253
H 1.5493 -2.5009 0.3992
H 0.3869 -2.3495 -0.9410
H 0.1784 1.8059 -2.2870
H -0.6837 0.1168 -2.5430
H -1.3603 1.1724 -1.3549
H 1.2061 2.2792 -0.1195
H 2.2343 0.9132 0.3162
H 2.0687 1.3965 -1.2640
H -0.9838 2.0468 1.0407
H 0.7272 -0.5510 -1.2925
H -2.7846 0.9447 2.7921
H -0.2921 0.3258 3.1991
*
```

These are the Löwdin partial charges, in e, on atoms 1 to 2:
1 C -0.10
2 C -0.10

Arrangement B

Below is a 2-piece molecular cluster, C6H14NO2 overall, with properties calculated with ωB97M-V/def2-TZVPD.

Values from the calculation:
Gap between HOMO and LUMO: 10.44 eV
LUMO: -0.1050 Ha

Structure (ORCA input):
```
! RIJCOSX wB97M-V def2-TZVPD def2/J DEFGRID3
* xyz 1 1
C 0.3407 -1.6641 0.0730
C -0.0231 -0.3699 0.1585
C 1.7306 -2.2015 -0.0910
C 0.4570 1.4823 -1.1700
C 0.6500 1.5948 1.2434
C -2.0971 -0.0719 0.3908
N 0.8033 0.7737 0.0729
O -2.4522 0.9014 -0.4057
O -2.6890 -1.3314 0.1241
H -0.4441 -2.3758 0.1499
H 2.0327 -2.1679 -1.1000
H 1.9405 -3.1792 0.2460
H 2.4544 -1.3987 0.2427
H 0.9444 2.5161 -1.3873
H 1.0126 0.8904 -1.9018
H -0.5864 1.6424 -1.2403
H -0.3774 1.5441 1.6722
H 1.2202 1.1970 2.0646
H 1.0758 2.5378 0.9802
H -1.8847 -0.0346 1.5026
H 1.7902 0.5648 0.0510
H -3.3072 0.7096 -0.8544
H -2.5912 -1.5593 -0.8212
*
```

These are the Löwdin partial charges, in e, on atoms 1 to 2:
1 C -0.08
2 C -0.11

Arrangement C

Below is an isolated ion of composition C6H14NO2 and charge +1, with properties calculated with ωB97M-V/def2-TZVPD.

Values from the calculation:
Gap between HOMO and LUMO: 9.52 eV
LUMO: -0.1643 Ha

Structure (ORCA input):
```
! RIJCOSX wB97M-V def2-TZVPD def2/J DEFGRID3
* xyz 1 1
C -0.6281 0.2648 -0.2281
C 0.8046 -0.2958 0.0090
C -0.7640 1.6712 0.3458
C 1.0472 -1.7306 -0.1335
C -2.8017 -0.3383 0.6684
C 3.0825 0.2357 0.3227
N -0.6827 0.2897 -1.6823
O -1.4685 -0.7071 0.3355
O 1.7027 0.5641 0.2161
H -1.7244 2.0944 0.0654
H 0.0164 2.3122 -0.0559
H -0.6873 1.6527 1.4285
H 1.7065 -1.9335 -0.9824
H 0.1132 -2.2718 -0.2486
H 1.5720 -2.0938 0.7560
H -3.3069 -1.2781 0.8811
H -3.3040 0.1621 -0.1615
H -2.8321 0.2884 1.5609
H 3.2516 -0.4150 1.1844
H 3.6067 1.1798 0.4649
H 3.4477 -0.2613 -0.5797
H -1.1081 -0.5325 -2.0856
H -1.0432 1.1426 -2.0812
*
```

These are the Löwdin partial charges, in e, on atoms 1 to 2:
1 C -0.55
2 C -0.14

Pick the most stable structure from those above. Pick: arrangement C